Entry 1:
A gas-phase ion, C4H11N2O (charge -1) in a non-equilibrium geometry, computed with ωB97M-V/def2-TZVPD.

Output
Kohn-Sham gap ... 6.62 eV
Net charge ... -1
Maximum force ... 1.9 eV/Å
E_LUMO ... 4.0 eV
HOMO level ... -2.6 eV
Energy above the lowest of the compared OMol25 structures with the same formula, charge and spin ... 27.0 kcal per mole

Each line ends with the Löwdin charge.
CARTESIAN COORDINATES (ANGSTROEM)
O 2.05 -1.93 -0.28  -0.320
N -0.11 1.35 1.28  0.035
N 0.53 -0.26 -1.21  -0.073
C -1.09 0.94 0.28  -0.467
C 1.91 -0.66 -0.57  -0.588
C -0.64 -0.38 -0.41  -0.296
C -2.54 0.85 0.79  -0.088
H -0.62 -1.12 0.44  0.121
H 0.45 2.12 1.00  0.052
H 2.58 -0.34 -1.42  0.065
H -3.10 0.11 0.21  0.058
H 0.53 -1.01 -1.90  0.066
H -2.49 0.54 1.83  0.061
H -3.02 1.82 0.71  0.055
H -1.07 1.64 -0.53  0.109
H 2.07 0.12 0.21  0.061
H 0.38 0.50 1.51  0.052
H -1.41 -0.84 -1.03  0.097

Entry 2:
A molecular structure, C4H11N2O in a non-equilibrium geometry, computed with ωB97M-V/def2-TZVPD.

Output
Kohn-Sham gap (alpha / beta) ... 3.66 / 6.90 eV
Net charge ... -2
Maximum force ... 7.0 eV/Å
E_LUMO (alpha / beta) ... 6.9 / 6.9 eV
HOMO level (alpha / beta) ... 3.3 / 0.0 eV
Multiplicity ... 2
Energy above the lowest of the compared OMol25 structures with the same formula, charge and spin ... 120.3 kcal per mole

Each line ends with the Löwdin charge.
CARTESIAN COORDINATES (ANGSTROEM)
O 2.00 0.95 2.49  -0.380
N 1.04 0.52 0.29  -0.136
N -1.98 0.09 -0.52  -0.106
C 1.91 0.07 1.48  -0.627
C 0.51 -0.39 -0.64  -0.377
C -0.86 -0.78 -0.24  -0.399
C -2.38 -0.13 -2.29  -0.505
H -1.82 0.66 -1.57  -0.003
H -2.79 -1.16 -2.32  -0.037
H 0.77 -0.14 -1.64  0.066
H 0.22 1.13 0.93  0.171
H 1.54 -0.96 1.88  0.069
H -0.85 -1.03 0.82  0.102
H 2.87 -0.21 0.98  0.056
H -3.06 0.55 -2.91  -0.082
H -1.04 -1.68 -0.94  0.089
H 1.17 -1.33 -0.41  0.118
H -1.43 -0.34 -2.97  -0.019

Entry 3:
2 unconnected molecules or ions with the total composition C4H11N2O in a non-equilibrium geometry, computed with ωB97M-V/def2-TZVPD.

Output
Kohn-Sham gap ... 11.07 eV
Net charge ... +1
Maximum force ... 2.8 eV/Å
E_LUMO ... -3.3 eV
HOMO level ... -14.4 eV
Energy above the lowest of the compared OMol25 structures with the same formula, charge and spin ... 80.7 kcal per mole

Each line ends with the Löwdin charge.
CARTESIAN COORDINATES (ANGSTROEM)
O 2.38 0.02 -0.02  0.096
N 0.09 2.24 0.03  0.316
N 0.18 -0.21 -0.73  0.034
C -1.98 -0.42 0.21  -0.099
C -0.90 -1.08 -0.61  -0.277
C 2.33 -1.43 0.30  0.101
C 1.25 -0.56 -0.18  -0.391
H -0.05 1.26 -0.32  0.044
H 2.88 -2.17 -0.29  0.132
H -1.71 -0.17 1.27  0.093
H -1.17 -1.25 -1.66  0.138
H 2.29 -1.47 1.42  0.135
H 0.85 2.27 0.66  0.129
H -2.42 0.53 -0.10  0.066
H 0.29 2.92 -0.69  0.150
H -0.69 2.58 0.53  0.123
H -2.89 -1.06 0.30  0.097
H -0.72 -2.00 -0.12  0.114